Model one:
{
  "formula": "C3H7N2OS",
  "method": "ωB97M-V/def2-TZVPD",
  "e_lumo_ev": [-4.70, -4.70],
  "charge": 1,
  "homo_energy_ev": [-12.01, -12.02],
  "elements": ["S", "O", "N", "N", "C", "C", "C", "H", "H", "H", "H", "H", "H", "H"],
  "coordinates": [[3.67, -0.03, -0.93], [-0.60, 1.43, 0.26], [1.04, 0.04, -0.33], [-2.58, -0.28, 0.81], [2.11, -0.66, -0.72], [-0.35, 0.07, 0.07], [-1.41, -0.77, 0.37], [3.41, 1.24, -0.56], [2.02, -1.72, -0.91], [-2.64, 0.67, 1.12], [-3.30, -0.92, 1.09], [1.28, 1.03, -0.21], [-1.33, -1.83, 0.24], [-1.32, 1.74, -0.30]]
}

=====

Model two:
{
  "formula": "C3H7N2OS",
  "method": "ωB97M-V/def2-TZVPD",
  "e_lumo_ev": -4.95,
  "charge": 1,
  "homo_energy_ev": -14.34,
  "elements": ["S", "O", "N", "N", "C", "C", "C", "H", "H", "H", "H", "H", "H", "H"],
  "coordinates": [[2.88, 0.64, -0.50], [2.08, 0.35, 1.01], [1.32, -1.67, -0.15], [0.01, 0.36, -0.18], [1.27, 0.26, 0.02], [-2.32, 0.75, -0.08], [-0.89, 1.16, 0.11], [-2.69, 1.82, -0.07], [-2.56, 0.00, 0.67], [2.30, -1.84, -0.24], [0.82, -2.29, -0.77], [-0.68, 2.10, 0.50], [0.95, -1.97, 0.81], [-2.47, 0.34, -1.13]]
}

=====

The structure with the greatest stability is model one.

=====

Model one:
{
  "formula": "C3H8N3O",
  "method": "ωB97M-V/def2-TZVPD",
  "smiles": "[NH3+][C@@]1(O)CCN=N1",
  "e_lumo_ev": -4.37,
  "charge": 1,
  "homo_energy_ev": -14.52,
  "elements": ["O", "N", "N", "N", "C", "C", "C", "H", "H", "H", "H", "H", "H", "H", "H"],
  "coordinates": [[-1.22, -0.99, -1.42], [-1.23, -0.18, 0.99], [1.56, -0.77, 0.54], [0.58, -1.36, 0.11], [0.22, 0.82, -0.73], [-0.44, -0.52, -0.44], [1.56, 0.61, 0.13], [-0.43, -0.12, 1.71], [-1.70, 0.74, 0.80], [0.46, 0.88, -1.75], [-0.16, 1.68, -0.23], [2.48, 0.86, -0.35], [-1.94, -0.90, 1.04], [1.46, 1.25, 1.03], [-1.19, -1.99, -1.40]]
}

=====

Model two:
{
  "formula": "C3H8N3O",
  "method": "ωB97M-V/def2-TZVPD",
  "smiles": "[H]/N=C1/COCN1[NH3+]",
  "e_lumo_ev": -4.31,
  "charge": 1,
  "homo_energy_ev": -14.62,
  "elements": ["O", "N", "N", "N", "C", "C", "C", "H", "H", "H", "H", "H", "H", "H", "H"],
  "coordinates": [[1.71, -0.62, -0.80], [-1.07, -1.37, 1.22], [-0.94, 1.46, 0.39], [0.10, 0.51, 0.26], [-0.19, -0.87, 0.50], [1.02, 0.58, -0.88], [0.82, -1.61, -0.32], [-1.68, 1.02, 0.99], [-0.60, 2.32, 0.87], [0.32, -2.14, -1.14], [0.45, 0.69, -1.82], [-1.36, 1.74, -0.52], [-1.72, -0.79, 1.75], [1.39, -2.33, 0.26], [1.74, 1.40, -0.77]]
}

=====

The structure with the greatest stability is model one.